2 unconnected molecules or ions with the total composition C7H8O2S in a non-equilibrium geometry. Source: the OMol25 dataset; level of theory: ωB97M-V/def2-TZVPD.

Last column: Löwdin charge in e.
CARTESIAN COORDINATES (ANGSTROEM)
C  -2.674  0.234  -0.424  -0.107
C  -2.144  1.510  -0.490  -0.092
C  -1.881  -0.816  0.010  -0.089
C  -0.830  1.744  -0.124  -0.032
C  -0.568  -0.594  0.377  -0.024
C  -0.037  0.691  0.312  -0.324
C  3.766  -1.327  -0.009  -0.319
O  4.831  0.942  0.470  -0.511
O  1.261  0.863  0.683  0.022
S  4.244  0.117  -0.583  0.786
H  -3.700  0.060  -0.709  0.097
H  -2.756  2.333  -0.830  0.103
H  -2.286  -1.815  0.066  0.103
H  -0.417  2.743  -0.176  0.112
H  0.066  -1.397  0.720  0.112
H  3.308  -2.000  -0.704  0.020
H  3.871  -1.621  1.018  0.034
H  1.502  1.797  0.639  0.107

Values from the calculation:
Molar mass, g/mol: 156.21
Spin multiplicity: 3
Energy, hartree: -820.05491
E_LUMO (spin up / spin down), eV: 0.80 / -2.42
Charge: 0
Energy relative to the best compared isomer or geometry (same formula, charge and spin), kJ/mol: 0.0